2 unconnected molecules or ions with the total composition C7H14O2 at a distorted geometry, computed with wB97M-V/def2-TZVPD.

HOMO energy: -9.051 eV
LUMO energy: 0.03135 Ha
ΔE to the lowest compared entry with this formula, charge and spin: 244.9 kJ/mol
Frontier orbital gap: 9.90 eV
F_max: 0.04277 hartree/bohr
SMILES string: C=C(C)CO.C=COC
Calculated total energy: -425.511949 Eh

Structure (XYZ):
```
23
Properties=species:S:1:pos:R:3:forces:R:3:nbo_charge:R:1
C -0.589649 -0.165104 1.934758 -0.25 0.66 -0.56 -0.09
C -2.321509 -0.268445 0.072056 0.62 -0.14 -0.70 -0.65
C -1.126264 0.452785 0.618757 -0.77 0.35 2.03 0.01
C -0.816132 1.706981 0.314370 0.37 -0.36 -0.33 -0.41
O -0.492750 -1.565773 1.915260 0.08 -0.40 0.00 -0.72
H 0.118418 -1.820804 1.214104 -0.03 0.09 -0.03 0.47
H -1.317343 0.051168 2.725762 0.13 0.07 -0.07 0.18
H 0.366735 0.307678 2.204142 -0.14 -0.05 -0.03 0.16
H -3.114815 -0.334538 0.814234 0.03 0.07 0.16 0.22
H -2.036979 -1.285035 -0.184364 -0.18 -0.22 -0.11 0.22
H -2.706322 0.238310 -0.811042 -0.07 -0.03 -0.06 0.21
H -0.117650 2.279560 0.902601 0.37 -0.03 0.08 0.19
H -1.147487 2.175753 -0.596038 -0.46 0.18 -0.05 0.20
C 2.288195 1.013939 -1.060855 0.18 0.04 0.18 -0.26
C 0.567590 -0.545940 -1.507996 1.35 -0.45 -0.98 0.20
C 1.117500 -1.560921 -0.823613 -0.12 0.68 -0.17 -0.61
O 1.112458 0.674871 -1.759688 -0.61 -0.47 0.31 -0.50
H -0.266351 -0.707116 -2.179290 -0.30 0.10 0.34 0.19
H 2.158434 0.904870 0.022947 -0.04 0.00 -0.12 0.18
H 3.131365 0.393848 -1.386824 -0.08 0.03 0.03 0.18
H 2.485162 2.059403 -1.294507 0.04 -0.10 0.02 0.20
H 0.671106 -2.537673 -0.865606 -0.26 -0.12 0.00 0.22
H 2.036288 -1.467818 -0.269168 0.14 0.09 0.07 0.21
```
Positions in Å, forces in eV/Å.

---

2 unconnected molecules or ions with the total composition C7H14O2 at a distorted geometry, computed with wB97M-V/def2-TZVPD.

HOMO energy: -10.329 eV
LUMO energy: 0.01914 Ha
ΔE to the lowest compared entry with this formula, charge and spin: 208.4 kJ/mol
Frontier orbital gap: 10.85 eV
F_max: 0.17925 hartree/bohr
SMILES string: C1CCCC1.CC(=O)O
Calculated total energy: -425.525870 Eh

Structure (XYZ):
```
23
Properties=species:S:1:pos:R:3:forces:R:3:nbo_charge:R:1
C 0.028473 -0.695715 3.240281 0.15 1.35 3.98 -0.41
C -0.960231 -1.095979 2.230426 -3.12 -1.64 0.91 -0.43
C -0.493590 -0.594270 0.861500 -0.17 -1.21 -2.54 -0.43
C 0.901113 -0.022754 1.178887 0.49 1.56 -1.77 -0.40
C 1.274844 -0.675006 2.448571 2.90 -2.59 0.64 -0.42
C -0.074174 0.979218 -2.513435 -8.80 1.64 -2.21 0.81
C -1.165542 -0.167229 -2.685512 0.67 -0.47 -0.25 -0.74
H -0.109976 0.309668 3.817912 -0.13 -1.09 -1.61 0.19
H -0.140857 -1.381232 4.130796 1.12 0.36 -1.04 0.22
H -1.902637 -0.702962 2.679513 -0.01 -0.35 -1.25 0.22
H -1.045297 -2.271896 2.385842 0.11 2.31 -1.15 0.21
H -0.962715 0.263898 0.358359 -0.89 -0.39 0.75 0.22
H -0.591258 -1.393067 0.002340 0.69 1.05 1.91 0.21
H 0.575870 1.030678 1.382942 1.27 -0.31 -0.31 0.19
H 1.709490 -0.112068 0.340964 -1.62 0.34 1.58 0.22
H 2.232750 -0.360065 2.982098 -1.28 -0.26 -0.84 0.22
H 1.383443 -1.747083 2.064052 0.56 0.83 0.96 0.19
H 1.698988 0.970075 -2.146672 -0.53 -0.44 0.73 0.50
H -1.988901 0.176343 -3.287243 -0.18 0.21 -0.30 0.23
H -0.661191 -1.047009 -3.188719 -0.59 0.99 0.46 0.22
H -1.605885 -0.577004 -1.745697 0.66 0.66 -0.46 0.23
O -0.350101 2.154959 -2.785704 2.03 -2.21 0.56 -0.61
O 0.892955 0.404057 -2.006895 6.66 -0.34 1.26 -0.64
```
Positions in Å, forces in eV/Å.